# 1
Computed, not measured: C26H33AsMgN6O3S as an isolated structure, with ωB97M-V with the def2-TZVPD basis set.

Computed properties:
- Total charge: +2
- Energy relative to the best compared isomer or geometry (same formula, charge and spin): 0.0 kJ/mol

Each line ends with the Löwdin charge.
Geometry (Å):
Mg1 0.570376 0.098084 0.911970  0.47
O1 1.543007 1.547013 2.017426  -0.15
C1 1.021517 2.001280 3.268032  -0.13
C2 -0.148434 1.133994 3.656090  -0.24
C3 -0.759679 1.303653 4.890244  0.01
C4 -1.840259 0.503959 5.215535  -0.01
C5 -2.266101 -0.450250 4.299495  -0.02
C6 -1.595662 -0.558294 3.099482  -0.10
N1 -0.556240 0.222811 2.769623  0.06
H1 2.209104 2.168574 1.700702  0.13
H2 0.689113 3.040518 3.195777  0.15
H3 1.784969 1.948526 4.048573  0.14
H4 -0.390469 2.052745 5.578870  0.13
H5 -2.340071 0.619221 6.167654  0.13
H6 -3.104651 -1.096590 4.515684  0.12
H7 -1.895702 -1.297178 2.366911  0.11
O2 -5.850077 -2.110037 -3.634280  0.16
C7 -5.287534 -1.088993 -2.986989  -0.48
O3 -5.722240 0.022765 -3.063524  0.15
C8 -4.057979 -1.364065 -2.157904  -0.11
C9 -3.853081 -0.547139 -1.049804  0.01
C10 -2.685455 -0.640236 -0.322796  -0.05
C11 -1.697558 -1.558606 -0.683828  -0.26
C12 -1.911572 -2.392200 -1.779877  0.00
C13 -3.084112 -2.291073 -2.510817  0.00
N2 -0.515216 -1.580382 0.089362  0.06
C14 0.104928 -2.671938 0.316434  -0.02
C15 1.274293 -2.695091 1.197070  -0.23
C16 1.932139 -3.885477 1.481218  0.03
C17 2.971463 -3.876590 2.398927  0.00
C18 3.309722 -2.676474 3.007055  -0.01
C19 2.617490 -1.528405 2.644682  -0.12
N3 1.630602 -1.529197 1.755700  0.05
H8 -5.462277 -2.967624 -3.428890  0.12
H9 -4.612976 0.181833 -0.799933  0.13
H10 -2.532718 -0.024349 0.554815  0.08
H11 -1.146050 -3.085556 -2.105732  0.12
H12 -3.203161 -2.922633 -3.383059  0.13
H13 -0.248162 -3.634121 -0.054192  0.15
H14 1.621206 -4.806205 1.004755  0.13
H15 3.495633 -4.788843 2.648933  0.13
H16 4.096955 -2.628469 3.746732  0.13
H17 2.863569 -0.568775 3.086777  0.13
C20 -2.183503 2.967826 0.024945  -0.27
As1 -0.531201 2.063226 -0.519912  1.07
C21 -1.017890 1.672779 -2.367360  -0.27
C22 0.503528 3.720338 -0.673195  -0.28
H18 -2.483256 3.643954 -0.775110  0.05
H19 -2.003051 3.557341 0.923704  0.03
H20 -3.003799 2.280497 0.222858  0.01
H21 -0.995672 2.581222 -2.967598  0.04
H22 -2.028243 1.269343 -2.382880  0.02
H23 -0.333356 0.938398 -2.783479  0.00
H24 0.122014 4.302891 -1.511003  0.04
H25 1.561949 3.532814 -0.822968  0.01
H26 0.363659 4.309200 0.233852  0.03
C23 2.108656 0.814392 -5.026168  -0.08
C24 2.470093 1.774198 -3.883235  -0.23
C25 2.795692 1.042829 -2.626143  -0.58
N4 2.024901 0.928291 -1.603876  -0.04
N5 2.528519 0.173880 -0.574256  -0.04
C26 3.722085 -0.295620 -0.856771  -0.66
N6 4.444099 -1.125745 -0.070328  0.12
S1 4.313334 0.202899 -2.412463  1.16
H27 1.930858 1.376015 -5.941173  0.09
H28 1.207899 0.249164 -4.787273  0.07
H29 2.918699 0.109093 -5.213789  0.07
H30 1.637761 2.445384 -3.676783  0.10
H31 3.330178 2.377711 -4.177891  0.12
H32 4.235665 -1.159760 0.910711  0.07
H33 5.391731 -1.332745 -0.335322  0.11

Cartesian forces (eV/Å) of the 3 atoms listed first:
0.38 0.24 -0.17
0.31 0.21 0.27
-0.21 0.10 0.29

---

# 2
Computed, not measured: C26H33BrMoN as an isolated structure at a distorted geometry, with ωB97M-V with the def2-TZVPD basis set.

Computed properties:
- Multiplicity: 3
- Total charge: +1
- <S²>: 2.42
- Energy: -3706.97226 a.u.

Each line ends with the Löwdin spin population.
Geometry (Å):
C1 1.339863 -2.035567 1.059062  0.00
C2 1.840934 -1.317207 -0.083598  0.00
C3 0.937752 -1.540066 -1.187363  0.04
C4 -0.125948 -2.396134 -0.716334  0.03
C5 0.116070 -2.683253 0.674250  0.02
Mo1 -0.186926 -0.486359 0.391063  2.03
C6 -3.004586 1.241637 -0.983388  -0.31
C7 -2.350188 0.831418 0.236074  0.09
H1 -2.247791 1.519130 1.101748  0.01
C8 -2.392074 -0.583482 0.592512  -0.06
H2 -2.890670 -1.250394 -0.102551  0.00
H3 -2.572270 -0.865607 1.626282  0.01
C9 -3.002301 2.781924 -1.264352  -0.04
H4 -2.475728 3.538819 -0.648544  -0.01
H5 -2.819279 3.133114 -2.296205  0.00
H6 -4.063454 2.983917 -1.065574  -0.01
C10 -2.562571 0.454188 -2.227421  -0.02
H7 -1.686304 -0.229664 -2.309532  0.00
H8 -3.431779 -0.217326 -2.303891  -0.01
H9 -2.547976 0.988926 -3.188188  0.00
C11 3.108991 -0.547422 -0.122787  0.00
H10 3.297443 -0.065060 0.842869  0.00
H11 3.969738 -1.192208 -0.349209  0.00
H12 3.051771 0.249033 -0.867591  0.00
C12 1.156251 -1.088560 -2.589528  0.02
H13 1.589829 -0.086602 -2.601235  0.00
H14 1.837361 -1.768932 -3.121544  0.00
H15 0.219464 -1.052870 -3.157028  0.00
C13 -1.193832 -3.027779 -1.547074  0.01
H16 -1.317858 -2.510508 -2.504001  0.00
H17 -0.952034 -4.077242 -1.771043  0.00
H18 -2.161570 -3.025826 -1.031803  0.00
C14 -0.660682 -3.652901 1.505611  0.01
H19 -1.729213 -3.623909 1.262862  0.00
H20 -0.314851 -4.684346 1.342783  0.00
H21 -0.554348 -3.443902 2.575830  0.00
C15 2.075514 -2.247468 2.338907  0.00
H22 1.396506 -2.425900 3.180292  0.00
H23 2.741355 -3.121809 2.269349  0.00
H24 2.702042 -1.382917 2.586736  0.00
C16 1.640674 1.855266 -1.198055  0.03
C17 0.327073 2.377200 -1.576216  0.02
C18 2.746781 2.534464 -1.717291  0.00
C19 0.202676 2.508200 -3.002246  0.01
H25 -0.825937 2.357006 -1.321155  0.01
C20 2.615088 2.920922 -3.052171  0.01
H26 3.565860 2.633840 -1.042139  0.00
C21 1.381234 2.838497 -3.687766  0.00
H27 -0.744831 2.511369 -3.574244  0.00
H28 3.497893 3.269972 -3.580586  0.00
H29 1.309316 3.054523 -4.742365  0.00
Br1 -0.793439 -0.977688 6.251191  0.00
C22 -0.352525 0.134981 4.760466  0.00
C23 0.098062 1.441590 4.940325  0.02
C24 0.482233 2.172544 3.811723  0.00
C25 0.414766 1.586789 2.550043  0.03
N1 -0.046978 0.323809 2.392215  0.03
C26 -0.466249 -0.392193 3.479267  0.02
H30 0.139726 1.855476 5.940319  0.00
H31 0.833958 3.195783 3.901162  0.00
H32 0.715233 2.092431 1.624979  0.00
H33 -0.877282 -1.385649 3.296081  0.00

Cartesian forces (eV/Å) of the 3 atoms listed first:
0.15 -0.37 -1.12
-0.16 -0.99 -0.07
0.06 -1.24 0.20

---

# 3
Computed, not measured: the molecule C26H33ClN4O3, with ωB97M-V with the def2-TZVPD basis set.

Computed properties:
- Structure (SMILES): O=C(CCC(=O)N1CCOc2ccc(Cl)cc21)NCCCN1CCN(Cc2ccccc2)CC1
- Energy relative to the best compared isomer or geometry (same formula, charge and spin): 13.5 kJ/mol

Each line ends with the natural charge from an NBO analysis.
Geometry (Å):
O1 2.070116 3.493756 3.760876  -0.64
C1 1.320954 2.960596 2.965607  0.67
C2 1.283171 3.392771 1.498263  -0.49
C3 -0.143348 3.731971 1.021474  -0.51
C4 -0.733341 2.600990 0.201322  0.71
O2 -1.361629 1.708682 0.734578  -0.63
N1 -0.509586 2.634321 -1.148902  -0.45
C5 0.488243 3.469483 -1.788992  -0.24
C6 1.401467 2.560065 -2.612081  -0.07
O3 0.680167 1.945238 -3.650188  -0.48
C7 -0.556108 1.489641 -3.294504  0.27
C8 -1.232066 0.725838 -4.240058  -0.24
C9 -2.483070 0.209220 -3.973265  -0.23
C10 -3.062869 0.462921 -2.739089  -0.07
Cl1 -4.619463 -0.190013 -2.375101  0.01
C11 -2.421212 1.241702 -1.794316  -0.17
C12 -1.158638 1.765825 -2.057313  0.07
N2 0.448147 1.993154 3.289833  -0.64
C13 0.395844 1.460085 4.630586  -0.22
C14 1.263446 0.210974 4.801913  -0.41
C15 0.682513 -1.008340 4.088043  -0.21
N3 0.501012 -0.817671 2.657253  -0.46
C16 -0.376627 -1.840419 2.110679  -0.22
C17 -0.595132 -1.613872 0.621698  -0.24
N4 0.684814 -1.675328 -0.061663  -0.46
C18 0.530835 -1.661567 -1.504607  -0.25
C19 -0.070523 -2.958112 -1.977022  0.06
C20 -1.138311 -2.978445 -2.861753  -0.24
C21 -1.675024 -4.182157 -3.286306  -0.20
C22 -1.152264 -5.377380 -2.825131  -0.22
C23 -0.088640 -5.364416 -1.937452  -0.21
C24 0.449912 -4.162298 -1.518167  -0.23
C25 1.526632 -0.615961 0.444449  -0.21
C26 1.761757 -0.831868 1.936530  -0.22
H1 1.935345 4.263130 1.412172  0.24
H2 1.714195 2.585768 0.899482  0.22
H3 -0.163339 4.669401 0.466886  0.22
H4 -0.790357 3.850047 1.892865  0.25
H5 1.083734 4.006625 -1.057283  0.23
H6 -0.003838 4.184332 -2.459616  0.21
H7 2.201793 3.128319 -3.090121  0.20
H8 1.842135 1.794945 -1.956628  0.18
H9 -0.742770 0.542037 -5.182651  0.23
H10 -3.001613 -0.383292 -4.709504  0.23
H11 -2.898051 1.436750 -0.849298  0.25
H12 -0.048180 1.468894 2.579902  0.44
H13 -0.644465 1.229060 4.872044  0.19
H14 0.760435 2.245554 5.297966  0.23
H15 1.333388 -0.023503 5.865516  0.21
H16 2.269991 0.431532 4.445747  0.21
H17 -0.304235 -1.212497 4.513625  0.19
H18 1.322742 -1.886081 4.293755  0.17
H19 -1.337506 -1.785402 2.627403  0.20
H20 0.047473 -2.849338 2.259377  0.17
H21 -1.243083 -2.396928 0.223084  0.21
H22 -1.082710 -0.637057 0.471342  0.20
H23 -0.088915 -0.814043 -1.848190  0.17
H24 1.528370 -1.552700 -1.946685  0.20
H25 -1.552075 -2.045974 -3.217734  0.21
H26 -2.507469 -4.185161 -3.974882  0.21
H27 -1.573292 -6.316308 -3.153726  0.21
H28 0.321085 -6.295347 -1.572824  0.21
H29 1.273186 -4.141085 -0.820509  0.22
H30 2.487469 -0.638165 -0.078720  0.20
H31 1.062742 0.376563 0.289993  0.15
H32 2.401606 -0.033713 2.318882  0.20
H33 2.285030 -1.795749 2.071138  0.17

Cartesian forces (eV/Å) of the 3 atoms listed first:
0.32 0.17 0.24
-0.12 0.11 -0.53
0.08 0.14 0.22